1.
Density functional theory data (ωB97M-V with the def2-TZVPD basis set) for 2 unconnected molecules or ions with the total composition C4H8NO2S in a non-equilibrium geometry.

**M**: 134.180 u
**Kohn-Sham gap**: 4.203 eV
**Largest force on an atom**: 4.3 eV/Å

Geometry as ORCA input:
```
! wB97M-V def2-TZVPD RIJCOSX def2/J DEFGRID3
* xyz -1 1
O 1.238 -3.000 0.770
C 1.756 -1.988 -0.102
C 0.842 -0.755 -0.062
C 1.289 0.401 -0.592
S -0.480 3.262 0.026
N -0.348 -0.893 0.734
C -1.636 -0.331 0.174
O -1.859 -0.642 -1.084
H 2.847 -1.654 0.380
H 1.784 -2.266 -1.188
H 0.953 1.415 -0.295
H 1.790 0.351 -1.500
H -1.428 3.261 0.957
H -0.340 -1.924 0.803
H -2.481 -0.707 0.982
H -1.537 0.771 0.303
*
```

***

2.
Density functional theory data (ωB97M-V with the def2-TZVPD basis set) for C3H8NO2PS in the gas phase in a non-equilibrium geometry.

**M**: 153.143 u
**Kohn-Sham gap (alpha / beta)**: 6.082 / 6.895 eV
**Largest force on an atom**: 4.2 eV/Å

Geometry as ORCA input:
```
! wB97M-V def2-TZVPD RIJCOSX def2/J DEFGRID3
* xyz 0 3
C -0.817 0.198 -0.235
C 0.566 0.776 -0.141
C -1.870 1.000 0.556
N 1.783 -1.429 -1.222
O -0.165 0.776 -1.389
O 1.972 -1.141 1.174
P 2.101 -0.220 -0.118
S 4.204 0.740 0.005
H -1.168 -0.859 -0.132
H 0.829 1.780 0.409
H -2.950 0.650 0.279
H -1.619 1.974 0.356
H -1.772 0.672 1.567
H 2.471 -2.203 -1.114
H 1.790 -1.144 -2.200
H 2.802 -1.336 1.519
*
```

***

3.
Density functional theory data (ωB97M-V with the def2-TZVPD basis set) for a molecular structure, C32H35N2O5PPb in a non-equilibrium geometry.

**M**: 765.815 u
**Kohn-Sham gap**: 7.519 eV
**Largest force on an atom**: 2.7 eV/Å

Geometry as ORCA input:
```
! wB97M-V def2-TZVPD RIJCOSX def2/J DEFGRID3
* xyz 2 1
Pb 1.939 -0.759 1.134
C -0.035 1.636 2.707
O 0.142 0.226 2.740
C 0.260 -0.302 4.058
C 0.161 -1.824 3.971
O 1.159 -2.398 3.136
C 2.240 -3.069 3.771
C 3.467 -2.199 4.036
O 3.942 -1.682 2.801
C 5.220 -1.057 2.900
H -0.976 1.905 3.192
H -0.060 1.917 1.658
H 0.787 2.154 3.205
H -0.559 0.078 4.683
H 1.215 0.005 4.503
H -0.799 -2.083 3.514
H 0.202 -2.241 4.981
H 2.515 -3.874 3.084
H 1.898 -3.509 4.711
H 4.235 -2.836 4.491
H 3.240 -1.383 4.734
H 5.951 -1.742 3.340
H 5.176 -0.146 3.505
H 5.527 -0.805 1.887
O 2.200 -0.323 -1.439
C 1.155 0.326 -1.395
O 0.704 0.834 -0.317
C 0.211 0.515 -2.570
P -1.185 1.369 -1.746
C -0.654 3.038 -1.268
C -1.164 3.694 -0.152
C -0.821 5.014 0.087
C 0.050 5.676 -0.763
C 0.596 5.011 -1.848
C 0.231 3.703 -2.116
C -2.526 1.616 -2.936
C -3.201 2.833 -2.951
C -4.291 3.010 -3.782
C -4.702 1.981 -4.615
C -4.033 0.768 -4.601
C -2.961 0.572 -3.750
H -0.079 -0.452 -2.991
H 0.659 1.108 -3.373
H -1.829 3.186 0.529
H -1.238 5.529 0.937
H 0.296 6.710 -0.585
H 1.301 5.512 -2.493
H 0.638 3.212 -2.987
H -2.879 3.643 -2.311
H -4.821 3.950 -3.769
H -5.544 2.123 -5.270
H -4.357 -0.035 -5.242
H -2.467 -0.389 -3.722
C 2.775 -4.499 -2.816
C 1.507 -4.128 -3.247
C 0.693 -3.376 -2.428
C 1.151 -2.982 -1.159
C 2.407 -3.416 -0.711
C 3.218 -4.155 -1.544
N 0.441 -2.123 -0.343
N -0.625 -1.634 -0.792
C -1.497 -0.902 -0.036
C -2.105 -1.527 1.059
C -3.192 -0.952 1.688
C -3.685 0.264 1.247
C -3.064 0.919 0.194
C -1.967 0.357 -0.450
H 3.424 -5.066 -3.464
H 1.171 -4.418 -4.229
H -0.289 -3.070 -2.751
H 2.740 -3.152 0.290
H 4.198 -4.463 -1.211
H -1.760 -2.512 1.335
H -3.674 -1.472 2.503
H -4.553 0.698 1.718
H -3.449 1.867 -0.155
*
```

***

4.
Density functional theory data (ωB97M-V with the def2-TZVPD basis set) for C2H5B in the gas phase in a non-equilibrium geometry.

**M**: 39.874 u
**Kohn-Sham gap**: 9.992 eV
**Largest force on an atom**: 2.8 eV/Å
**SMILES**: BC=C

Geometry as ORCA input:
```
! wB97M-V def2-TZVPD RIJCOSX def2/J DEFGRID3
* xyz 0 1
B 1.334 -0.093 -0.007
C -0.113 0.557 -0.004
C -1.262 -0.171 -0.049
H 1.226 -1.266 0.328
H 2.338 0.529 -0.240
H -0.095 1.565 0.261
H -2.251 0.332 0.223
H -1.350 -1.265 0.069
*
```

***

5.
Density functional theory data (ωB97M-V with the def2-TZVPD basis set) for a molecular structure, AgCl3 in a non-equilibrium geometry.

**M**: 214.227 u
**Kohn-Sham gap**: 7.782 eV
**Largest force on an atom**: 1.5 eV/Å

Geometry as ORCA input:
```
! wB97M-V def2-TZVPD RIJCOSX def2/J DEFGRID3
* xyz -2 1
Ag 0.561 0.517 0.283
Cl -0.229 -0.225 -2.421
Cl -1.959 1.704 1.171
Cl 1.627 -1.996 0.968
*
```

***

6.
Density functional theory data (ωB97M-V with the def2-TZVPD basis set) for a molecular structure, C5H8O in a non-equilibrium geometry.

**M**: 84.118 u
**Kohn-Sham gap**: 10.543 eV
**Largest force on an atom**: 1.4 eV/Å

Geometry as ORCA input:
```
! wB97M-V def2-TZVPD RIJCOSX def2/J DEFGRID3
* xyz 0 1
C -1.413 -0.936 -0.354
C -0.145 -0.323 -0.895
C 0.382 0.926 -0.262
C 0.506 0.806 1.246
O 1.054 -0.525 1.175
C 1.192 -0.341 -0.232
H -1.416 -0.943 0.740
H -1.566 -1.956 -0.711
H -2.250 -0.311 -0.688
H -0.045 -0.340 -1.977
H 0.663 1.785 -0.853
H -0.414 0.890 1.827
H 1.293 1.458 1.643
H 2.161 -0.190 -0.659
*
```